1.
The following is a DFT calculation (ωB97M-V/def2-TZVPD) of 3 unconnected molecules or ions with the total composition C24H50ClNO5P in a non-equilibrium geometry.

The calculation puts the calculated total energy at -2176.6439 Eh. The calculation puts the max |F| at 2.34 eV/A. As for the total charge: +1. The calculation puts the HOMO energy at -0.3872 Ha. The LUMO energy comes out at -3.5 eV.

Last column: Mulliken charge in e.
CARTESIAN COORDINATES (ANGSTROEM)
C 6.2437 -0.2756 2.0012  -0.831
O 6.4161 -1.0391 0.8058  -0.325
C 5.1710 -1.5150 0.3416  -0.583
C 4.3639 -0.4725 -0.5163  -0.438
C 5.2242 0.6973 -1.0851  -0.252
C 4.3361 1.9203 -1.5336  -0.868
C 3.8619 2.7124 -0.2657  -0.147
C 3.0337 3.9931 -0.6544  -1.015
C 1.4915 3.6680 -0.6179  -0.532
C 0.9560 3.7811 0.8478  -0.870
C -0.1563 2.7214 1.1689  -0.084
C -1.5650 3.1509 0.6312  -0.841
C -2.5788 1.9608 0.8746  -0.569
C -2.5888 0.9213 -0.2961  0.166
C -1.9091 -0.4427 0.1151  -1.030
N -2.6097 -1.0345 1.2887  -0.040
C -4.1048 -1.0733 1.1821  -0.987
C -4.7348 0.0884 0.3405  0.091
P -6.2773 -0.6815 -0.4929  0.227
O -5.7258 -2.0388 -1.3164  -0.475
Cl -6.8853 0.6421 -2.0139  -0.217
O -3.9115 0.5878 -0.7171  -0.362
H 5.3324 0.3594 1.9196  0.379
H 6.1782 -0.9315 2.8977  0.301
H 7.1197 0.3833 2.1394  0.235
H 5.3760 -2.3961 -0.2988  0.355
H 4.5028 -1.8547 1.1661  0.285
H 3.8964 -0.9877 -1.3869  0.418
H 3.5109 -0.0584 0.0694  0.009
H 5.9493 1.1067 -0.3516  0.177
H 5.7350 0.3310 -2.0021  0.340
H 4.9488 2.5759 -2.1807  0.377
H 3.4506 1.5379 -2.0876  0.261
H 4.7723 2.9881 0.3020  0.455
H 3.1783 2.0516 0.3105  -0.023
H 3.3060 4.3834 -1.6563  0.410
H 3.2588 4.8062 0.0700  0.362
H 1.3657 2.6454 -1.0440  0.156
H 0.9917 4.3763 -1.3085  0.474
H 1.7952 3.6364 1.5636  0.443
H 0.5913 4.8149 1.0108  0.394
H 0.1242 1.7256 0.7504  -0.177
H -0.2158 2.6245 2.2767  0.332
H -1.5358 3.3743 -0.4545  0.284
H -1.8895 4.0498 1.1926  0.371
H -3.5640 2.4209 1.0697  0.390
H -2.2280 1.4598 1.8073  0.164
H -1.9987 1.3207 -1.1464  0.566
H -1.9484 -1.0850 -0.7849  0.363
H -0.8568 -0.2440 0.4028  0.522
H -2.3340 -0.6037 2.1741  0.446
H -2.2988 -2.0100 1.3543  0.390
H -4.4688 -2.0705 0.8530  0.538
H -4.4944 -0.9597 2.2181  0.285
H -5.1286 0.9234 0.9638  0.338
H -5.6132 -1.8796 -2.2625  0.324
C -11.3035 -0.8277 -1.5380  -0.672
C -10.2748 0.2604 -1.7895  -0.059
C -11.1248 1.3586 -2.4047  -0.497
O -12.4331 1.2308 -1.8382  -0.394
C -12.5248 -0.0168 -1.1406  -0.424
H -11.0055 -1.5481 -0.7757  0.346
H -11.5013 -1.3735 -2.4647  0.296
H -9.8537 0.6010 -0.8384  0.122
H -9.4548 -0.0514 -2.4322  0.209
H -11.2122 1.2334 -3.4892  0.285
H -10.7347 2.3576 -2.2012  0.266
H -12.5275 0.1961 -0.0660  0.247
H -13.4620 -0.5118 -1.3984  0.301
C 8.8533 -3.7594 0.3720  -0.498
C 8.7982 -5.2594 0.1413  -0.502
C 8.9215 -5.7992 1.5558  -0.503
O 8.3258 -4.8242 2.4203  -0.456
C 8.0991 -3.6170 1.6812  0.134
H 8.4154 -3.1727 -0.4354  0.265
H 9.8916 -3.4412 0.5011  0.285
H 7.8272 -5.5348 -0.2813  0.249
H 9.5767 -5.6313 -0.5246  0.342
H 9.9708 -5.9143 1.8475  0.281
H 8.4182 -6.7588 1.6859  0.277
H 7.0220 -3.5231 1.5097  -0.078
H 8.4330 -2.7598 2.2680  0.215



2.
The following is a DFT calculation (ωB97M-V/def2-TZVPD) of a single C19H25N5O5 molecule in a non-equilibrium geometry.

As for the structure (SMILES): COCCCNc1nc2c(c(=O)[nH]c(=O)n2C)n1C[C@H](O)COc1ccccc1. The calculation puts the calculated total energy at -1389.0636 Eh. The energy above the lowest of the compared OMol25 structures with the same formula, charge and spin is 0.0 kJ/mol. The calculation puts the max |F| at 1.39 eV/A. As for the total charge: 0. The calculation puts the HOMO energy at -0.2825 Ha. The LUMO energy comes out at 0.6 eV.

Last column: Mulliken charge in e.
CARTESIAN COORDINATES (ANGSTROEM)
C 7.1436 1.0634 0.6031  -0.657
O 6.6102 0.6425 -0.6281  -0.378
C 5.2548 0.9631 -0.8238  -0.591
C 4.2888 0.1202 0.0173  -0.223
C 2.8433 0.3582 -0.4063  -0.997
N 1.9494 -0.4298 0.4129  -0.111
C 0.6885 -0.0090 0.6431  0.274
N 0.2290 1.2014 0.3394  -0.658
C -1.0498 1.2036 0.7711  0.879
C -1.3830 -0.0075 1.3591  -0.013
C -2.6976 -0.2991 1.8051  0.081
O -3.1314 -1.3396 2.2752  -0.733
N -3.5255 0.8084 1.6173  0.110
C -3.2487 2.0297 1.0355  0.319
O -4.1061 2.8743 0.9019  -0.679
N -1.9457 2.2177 0.6314  0.189
C -1.5535 3.4527 -0.0081  -1.199
N -0.2322 -0.7817 1.2754  0.125
C -0.0938 -2.1328 1.7468  -1.457
C -0.2235 -3.1792 0.6159  0.182
O 0.8586 -3.0901 -0.2830  -0.668
C -1.5615 -3.0193 -0.1253  -0.652
O -1.3951 -1.9543 -1.0462  -0.474
C -2.4445 -1.1196 -1.3282  0.411
C -3.7732 -1.3878 -1.0313  -0.248
C -4.7436 -0.4470 -1.3370  -0.665
C -4.4077 0.7462 -1.9483  -0.558
C -3.0840 0.9964 -2.2726  -0.645
C -2.1058 0.0726 -1.9666  -0.271
H 6.7314 0.4977 1.4457  0.264
H 6.9602 2.1321 0.7685  0.300
H 8.2158 0.8858 0.5470  0.249
H 5.0832 2.0319 -0.6240  0.340
H 5.0734 0.7736 -1.8854  0.320
H 4.5437 -0.9338 -0.1132  0.258
H 4.3943 0.3694 1.0741  0.352
H 2.7238 0.1094 -1.4697  0.298
H 2.5632 1.4038 -0.2676  0.388
H 2.0805 -1.4336 0.3763  0.390
H -4.4933 0.6866 1.8923  0.278
H -2.4566 4.0273 -0.2031  0.375
H -1.0299 3.2252 -0.9350  0.374
H -0.8876 4.0168 0.6460  0.335
H -0.8840 -2.3079 2.4794  0.546
H 0.8820 -2.2488 2.2284  0.389
H -0.1783 -4.1720 1.0786  0.595
H 0.5558 -2.5525 -1.0294  0.428
H -1.8030 -3.9383 -0.6746  0.414
H -2.3490 -2.8113 0.6028  0.276
H -4.0630 -2.3141 -0.5609  0.413
H -5.7736 -0.6580 -1.0914  0.438
H -5.1688 1.4772 -2.1705  0.403
H -2.8116 1.9201 -2.7605  0.456
H -1.0683 0.2598 -2.1992  0.429



3.
The following is a DFT calculation (ωB97M-V/def2-TZVPD) of a single C3H7FO2 molecule in a non-equilibrium geometry.

As for the structure (SMILES): CO[C@](C)(O)F. The calculation puts the calculated total energy at -368.8031 Eh. The energy above the lowest of the compared OMol25 structures with the same formula, charge and spin is 65.1 kJ/mol. The calculation puts the max |F| at 5.39 eV/A. As for the total charge: 0. The calculation puts the HOMO energy at -0.3696 Ha. The LUMO energy comes out at 0.8 eV.

Last column: Mulliken charge in e.
CARTESIAN COORDINATES (ANGSTROEM)
C -1.9242 -0.3735 -0.0169  -0.733
O -0.8384 0.2458 0.5089  -0.358
C 0.6001 -0.1586 -0.0201  0.928
C 1.5824 0.9994 0.4136  -1.271
O 0.6186 -0.5465 -1.3081  -0.510
F 1.0013 -1.1626 0.6946  -0.296
H -2.7436 -0.1414 0.7090  0.248
H -1.8990 -1.4146 -0.0702  0.364
H -2.2176 0.1931 -0.8950  0.248
H 1.5575 1.1749 1.4277  0.362
H 2.5926 0.6816 0.2554  0.385
H 1.4789 1.9401 -0.3129  0.277
H 0.1913 -1.4378 -1.3861  0.357



4.
The following is a DFT calculation (ωB97M-V/def2-TZVPD) of a molecular structure, C27H34IrN3O4P in a non-equilibrium geometry.

The calculation puts the calculated total energy at -1958.9661 Eh. The spin multiplicity is 7. The calculation puts the max |F| at 7.39 eV/A. As for the total charge: +3. The calculation puts the HOMO energy (alpha / beta) at -0.5117 / -0.6365 Ha. Its expectation value of S² is 12.06. The LUMO energy (alpha / beta) comes out at -8.5 / -12.7 eV.

Last column: Mulliken charge in e.
CARTESIAN COORDINATES (ANGSTROEM)
C 2.0771 -3.8727 0.3754  -1.025
C 3.2550 -3.0630 -0.0774  0.749
N 3.2471 -1.7652 0.2531  -0.079
C 4.3048 -0.9723 -0.0176  0.462
C 5.3364 -1.4420 -0.8291  -0.722
C 5.3130 -2.7575 -1.2721  -0.545
C 4.2708 -3.5843 -0.8737  -0.897
C 4.3106 0.4480 0.4711  -1.456
P 2.6639 0.8011 1.2245  0.909
H 4.2129 -4.6358 -1.1652  0.480
H 6.1210 -0.7473 -1.1286  0.486
H 6.0970 -3.1162 -1.9314  0.463
C 0.4248 -2.9647 -1.1211  -0.526
C -0.2639 -3.6591 1.0776  -0.930
H 4.4189 1.1031 -0.4111  0.537
H 2.1917 -4.2058 1.4155  0.344
H 1.9381 -4.7358 -0.2906  0.510
C 2.1117 2.1090 0.0890  -1.360
C 2.8965 1.5918 2.8231  -1.325
H 1.4677 2.7977 0.6443  0.244
H 2.9848 2.6497 -0.3028  0.629
H 1.5468 1.6463 -0.7316  0.296
H 1.9147 1.6635 3.3077  0.393
H 3.5642 0.9893 3.4500  0.404
H 3.3207 2.5941 2.6915  0.462
H -0.4980 -4.6420 0.6454  0.435
H 0.0567 -3.7572 2.1157  0.390
H -1.1531 -3.0219 1.0269  0.065
H 0.3171 -3.9976 -1.4921  0.437
H -0.5427 -2.4606 -1.2112  -0.191
H 1.1647 -2.4313 -1.7253  0.336
C 0.1460 -0.2591 2.3330  0.120
O -0.6639 0.1761 3.0481  -0.506
Ir 1.4063 -1.0618 1.2416  2.513
O 1.5363 -2.3295 2.8160  -0.729
H 5.1626 0.6804 1.0968  0.604
H 2.4452 -2.3583 3.1602  0.335
N 0.8355 -3.0229 0.3091  -0.139
C -3.7851 3.8433 -3.1286  -1.548
C -2.9853 3.8014 -1.8533  1.108
C -2.0048 4.7685 -1.6343  -1.001
C -1.2239 4.7592 -0.4773  -0.763
C -1.3882 3.7397 0.4477  -0.678
C -2.2963 2.6983 0.1833  0.313
N -2.2346 1.5917 1.0189  0.599
C -2.5805 0.2706 0.7143  -0.939
C -3.5044 -0.4206 1.5115  -0.551
C -4.0781 -1.5910 1.0264  -0.719
C -3.7273 -2.0722 -0.2365  -0.840
C -2.7142 -1.4458 -0.9684  -0.179
C -2.0464 -0.3553 -0.4199  1.373
C -0.7909 0.2474 -1.0549  -0.609
O -0.9718 1.0894 -1.9450  -0.625
O 0.3714 -0.1619 -0.6535  -0.548
C -3.2113 2.8031 -0.8950  1.122
C -4.3742 1.8780 -1.0585  -1.489
H -3.7070 2.8973 -3.6833  0.357
H -4.8503 4.0332 -2.9381  0.420
H -3.4130 4.6492 -3.7703  0.431
H -1.8637 5.5421 -2.3882  0.454
H -0.4812 5.5358 -0.2994  0.489
H -0.7852 3.6924 1.3588  0.616
H -1.9657 1.7633 1.9825  0.522
H -3.7986 0.0093 2.4694  0.521
H -4.8237 -2.1162 1.6240  0.553
H -4.2189 -2.9530 -0.6575  0.522
H -2.4197 -1.8024 -1.9601  0.653
H -4.1356 1.0577 -1.7525  0.353
H -4.7036 1.4378 -0.1121  0.279
H -5.2271 2.4236 -1.4848  0.632